{"formula": "C13H8ClNO4Re", "method": "wB97M-V/def2-TZVPD", "elements": ["Re", "O", "C", "O", "C", "C", "C", "C", "C", "N", "H", "H", "H", "H", "Cl", "C", "C", "C", "C", "O", "C", "C", "O", "C", "H", "H", "H", "H"], "xyz": [[-0.474, 1.058, -0.412], [-2.446, 2.719, -3.434], [-1.883, 1.978, -2.700], [-1.342, 2.241, -1.526], [-1.662, 0.483, -2.987], [-2.095, -0.155, -4.130], [-1.826, -1.519, -4.261], [-1.140, -2.173, -3.247], [-0.741, -1.457, -2.132], [-0.992, -0.147, -1.990], [-2.625, 0.399, -4.891], [-2.147, -2.058, -5.142], [-0.915, -3.227, -3.316], [-0.205, -1.934, -1.323], [3.079, -0.193, 5.869], [2.300, -0.181, 4.366], [2.197, -1.365, 3.601], [1.566, -1.358, 2.382], [1.000, -0.172, 1.854], [0.405, -0.182, 0.698], [1.105, 1.039, 2.635], [0.545, 2.272, 2.142], [-0.045, 2.402, 1.062], [1.750, 1.005, 3.870], [2.622, -2.280, 3.986], [1.488, -2.263, 1.798], [0.655, 3.157, 2.778], [1.825, 1.912, 4.449]], "lowdin_charge": [1.842, 0.253, -0.469, -0.140, -0.140, 0.077, 0.047, 0.022, -0.057, -0.094, 0.152, 0.143, 0.138, 0.125, 0.829, -0.624, -0.012, 0.056, -0.276, -0.192, -0.098, -0.066, -0.102, 0.003, 0.136, 0.138, 0.174, 0.136], "orbital_gap_ev": [5.208, 5.877], "spin_multiplicity": 2, "homo_energy_ev": [-15.67, -15.78], "s_squared": 0.821, "total_charge": 2, "de_lowest_kcal_mol": 13.68}



{"formula": "C37H30BrFNO3PPdS", "method": "wB97M-V/def2-TZVPD", "elements": ["Pd", "O", "C", "O", "C", "C", "C", "C", "C", "C", "P", "C", "C", "C", "C", "C", "C", "C", "C", "C", "C", "C", "C", "H", "H", "H", "H", "H", "H", "H", "H", "H", "H", "H", "H", "H", "H", "Br", "C", "C", "C", "N", "C", "C", "H", "H", "H", "H", "F", "C", "C", "C", "C", "C", "C", "H", "H", "H", "H", "C", "S", "O", "C", "C", "C", "C", "C", "C", "H", "H", "H", "H", "H", "H", "H", "H"], "xyz": [[0.428, -0.159, -0.493], [-0.687, 0.828, 3.250], [0.195, 0.800, 2.397], [0.343, -0.163, 1.559], [1.215, 1.941, 2.462], [1.501, 2.375, 3.761], [2.405, 3.390, 4.006], [3.028, 4.033, 2.945], [2.736, 3.636, 1.655], [1.848, 2.588, 1.399], [1.452, 2.197, -0.335], [3.036, 2.221, -1.224], [3.005, 2.381, -2.611], [4.162, 2.252, -3.361], [5.364, 1.942, -2.738], [5.400, 1.760, -1.364], [4.242, 1.894, -0.610], [0.604, 3.709, -0.899], [-0.789, 3.685, -0.864], [-1.523, 4.805, -1.229], [-0.868, 5.954, -1.650], [0.519, 5.983, -1.697], [1.253, 4.868, -1.319], [0.984, 1.890, 4.577], [2.616, 3.689, 5.024], [3.725, 4.843, 3.121], [3.200, 4.151, 0.822], [2.070, 2.617, -3.105], [4.125, 2.391, -4.434], [6.268, 1.838, -3.324], [6.331, 1.510, -0.873], [4.280, 1.742, 0.461], [-1.299, 2.781, -0.546], [-2.604, 4.777, -1.191], [-1.438, 6.826, -1.944], [1.032, 6.878, -2.025], [2.335, 4.900, -1.358], [-0.473, -1.285, -7.008], [-0.096, -0.929, -5.196], [-0.869, -0.025, -4.488], [-0.563, 0.190, -3.158], [0.444, -0.431, -2.529], [1.187, -1.291, -3.231], [0.957, -1.566, -4.565], [-1.698, 0.494, -4.945], [-1.148, 0.874, -2.560], [2.001, -1.765, -2.701], [1.588, -2.270, -5.088], [3.218, -5.599, 0.052], [2.578, -4.411, -0.061], [1.232, -4.403, -0.362], [0.587, -3.177, -0.482], [1.272, -1.980, -0.304], [2.627, -2.031, 0.014], [3.292, -3.246, 0.133], [0.705, -5.339, -0.493], [-0.471, -3.161, -0.715], [3.181, -1.114, 0.178], [4.345, -3.296, 0.379], [-4.413, 0.189, 0.678], [-2.626, -0.037, 0.660], [-2.273, -0.183, -0.792], [-2.612, -1.688, 1.348], [-2.919, -2.755, 0.516], [-2.906, -4.039, 1.034], [-2.584, -4.243, 2.371], [-2.268, -3.167, 3.187], [-2.272, -1.875, 2.677], [-4.887, -0.630, 0.138], [-4.619, 1.141, 0.191], [-4.751, 0.216, 1.713], [-3.141, -2.569, -0.529], [-3.139, -4.883, 0.396], [-2.567, -5.248, 2.772], [-1.994, -3.333, 4.220], [-1.967, -1.024, 3.275]], "lowdin_charge": [0.771, 0.019, -0.613, -0.180, -0.112, -0.019, -0.066, -0.076, -0.102, -0.292, 1.079, -0.370, -0.109, -0.082, -0.086, -0.077, -0.092, -0.355, -0.098, -0.079, -0.085, -0.078, -0.092, 0.117, 0.105, 0.104, 0.100, 0.106, 0.104, 0.102, 0.105, 0.106, 0.085, 0.104, 0.103, 0.104, 0.103, 0.775, -0.683, -0.085, -0.116, -0.052, -0.091, -0.086, 0.110, 0.091, 0.115, 0.110, 0.040, -0.294, -0.016, -0.103, -0.258, -0.114, -0.020, 0.115, 0.086, 0.090, 0.114, -0.227, 0.919, -0.580, -0.386, -0.101, -0.084, -0.080, -0.064, -0.063, 0.057, 0.048, 0.062, 0.110, 0.104, 0.102, 0.107, 0.094], "orbital_gap_ev": 7.615, "homo_energy_ev": -7.59, "de_lowest_kcal_mol": 23.24}



{"formula": "C41H35BO24", "method": "wB97M-V/def2-TZVPD", "elements": ["C", "C", "C", "O", "C", "C", "C", "O", "C", "B", "O", "C", "C", "C", "C", "O", "H", "H", "H", "H", "H", "H", "H", "H", "H", "H", "H", "H", "H", "H", "H", "C", "C", "C", "O", "C", "C", "C", "O", "O", "O", "H", "H", "H", "H", "C", "C", "C", "O", "C", "C", "C", "O", "O", "O", "H", "H", "H", "H", "C", "C", "C", "O", "C", "C", "C", "O", "O", "O", "H", "H", "H", "H", "C", "C", "C", "O", "C", "C", "C", "O", "O", "O", "H", "H", "H", "H", "C", "C", "C", "O", "C", "C", "C", "O", "O", "O", "H", "H", "H", "H"], "xyz": [[-2.605, -0.107, 4.885], [-3.485, 0.925, 4.184], [-4.525, 0.353, 3.207], [-4.962, -0.970, 3.560], [-4.545, -1.890, 2.653], [-3.529, -2.719, 2.842], [-3.176, -3.650, 1.728], [-2.795, -4.773, 1.941], [-3.318, -3.074, 0.333], [-2.276, -3.406, -0.822], [-1.506, -4.542, -0.679], [-2.042, -2.505, -2.097], [-3.294, -2.294, -2.993], [-4.369, -2.264, 0.167], [-5.265, -1.981, 1.327], [-6.454, -1.836, 1.216], [-2.003, 0.357, 5.666], [-3.215, -0.896, 5.324], [-1.928, -0.596, 4.180], [-2.824, 1.570, 3.603], [-3.977, 1.559, 4.923], [-5.386, 1.022, 3.168], [-4.100, 0.346, 2.198], [-2.924, -2.760, 3.738], [-0.780, -4.320, -0.078], [-1.702, -1.520, -1.755], [-1.275, -2.986, -2.703], [-3.928, -1.472, -2.678], [-2.942, -2.015, -3.990], [-3.849, -3.226, -3.113], [-4.583, -1.773, -0.771], [-5.029, 0.602, -4.717], [-5.767, 1.192, -5.669], [-5.966, 2.687, -5.714], [-6.635, 3.133, -6.628], [-5.358, 3.495, -4.678], [-4.625, 2.906, -3.722], [-4.402, 1.411, -3.692], [-3.702, 0.948, -2.806], [-4.046, 3.583, -2.742], [-6.373, 0.527, -6.640], [-4.879, -0.468, -4.681], [-5.520, 4.564, -4.709], [-3.590, 2.931, -2.175], [-6.829, 1.198, -7.185], [-4.964, 5.161, 0.617], [-4.061, 4.350, 1.179], [-3.413, 4.660, 2.504], [-2.619, 3.832, 2.915], [-3.761, 5.887, 3.182], [-4.665, 6.707, 2.622], [-5.333, 6.386, 1.304], [-6.151, 7.183, 0.886], [-5.045, 7.851, 3.166], [-3.650, 3.205, 0.639], [-5.434, 4.946, -0.332], [-3.279, 6.106, 4.124], [-5.704, 8.237, 2.555], [-3.001, 2.837, 1.274], [1.847, -2.046, 3.489], [0.983, -2.289, 2.494], [1.440, -2.547, 1.077], [0.580, -2.777, 0.238], [2.851, -2.503, 0.786], [3.720, -2.258, 1.780], [3.266, -2.023, 3.203], [4.132, -1.821, 4.033], [5.025, -2.193, 1.601], [-0.332, -2.323, 2.668], [1.529, -1.861, 4.505], [3.166, -2.672, -0.234], [5.409, -2.013, 2.484], [-0.716, -2.517, 1.792], [4.454, 2.968, -1.271], [5.056, 2.739, -2.447], [5.862, 1.486, -2.704], [6.355, 1.361, -3.810], [6.003, 0.522, -1.633], [5.406, 0.755, -0.458], [4.579, 1.992, -0.209], [4.058, 2.100, 0.888], [5.479, -0.071, 0.582], [4.997, 3.575, -3.473], [3.872, 3.858, -1.077], [6.592, -0.358, -1.820], [4.952, 0.364, 1.283], [5.516, 3.159, -4.189], [8.403, -2.703, 0.165], [8.835, -3.928, 0.498], [9.854, -4.672, -0.334], [10.197, -5.770, 0.060], [10.353, -4.043, -1.541], [9.917, -2.820, -1.875], [8.920, -2.070, -1.027], [8.592, -0.955, -1.398], [10.318, -2.173, -2.960], [8.415, -4.583, 1.569], [7.674, -2.159, 0.750], [11.069, -4.589, -2.139], [9.849, -1.316, -2.957], [8.890, -5.437, 1.569]], "lowdin_charge": [-0.091, -0.205, -0.161, -0.034, -0.221, 0.088, -0.351, 0.138, 0.009, -0.428, 0.120, -0.128, -0.120, 0.082, -0.301, 0.152, 0.076, 0.073, 0.057, 0.081, 0.110, 0.128, 0.122, 0.127, 0.080, 0.109, 0.102, 0.025, 0.071, 0.083, 0.113, 0.075, -0.232, -0.314, 0.109, 0.074, -0.230, -0.300, 0.097, 0.109, 0.122, 0.123, 0.136, 0.110, 0.122, 0.079, -0.227, -0.306, 0.090, 0.077, -0.231, -0.307, 0.114, 0.123, 0.101, 0.133, 0.137, 0.123, 0.112, 0.084, -0.213, -0.281, 0.095, 0.085, -0.232, -0.304, 0.119, 0.087, 0.112, 0.139, 0.141, 0.128, 0.103, 0.072, -0.233, -0.302, 0.109, 0.076, -0.210, -0.310, 0.103, 0.083, 0.117, 0.135, 0.106, 0.117, 0.121, 0.080, -0.229, -0.312, 0.110, 0.075, -0.231, -0.296, 0.086, 0.122, 0.121, 0.123, 0.137, 0.123, 0.122], "orbital_gap_ev": 7.375, "smiles": "CCCOC1=CC(=O)C(B(O)CC)=CC1=O.O=C1C=C(O)C(=O)C=C1O.O=C1C=C(O)C(=O)C=C1O.O=C1C=C(O)C(=O)C=C1O.O=C1C=C(O)C(=O)C=C1O.O=C1C=C(O)C(=O)C=C1O", "homo_energy_ev": -9.32}



{"formula": "C28H36ClF5N3O2RuS3Si", "method": "wB97M-V/def2-TZVPD", "elements": ["Ru", "F", "C", "C", "F", "C", "F", "C", "S", "C", "F", "C", "F", "C", "C", "C", "C", "C", "O", "C", "C", "C", "C", "C", "C", "Cl", "C", "C", "C", "N", "C", "N", "C", "N", "H", "H", "H", "H", "H", "H", "H", "H", "H", "H", "H", "H", "H", "H", "H", "H", "H", "H", "H", "H", "H", "H", "C", "O", "C", "S", "S", "H", "H", "H", "C", "Si", "C", "C", "C", "H", "H", "H", "H", "H", "H", "H", "H", "H", "H", "H"], "xyz": [[0.554, -0.759, 0.123], [0.706, 6.117, -0.043], [0.333, 4.865, -0.304], [1.188, 4.009, -0.974], [2.393, 4.438, -1.362], [0.784, 2.719, -1.249], [1.634, 1.947, -1.936], [-0.447, 2.216, -0.847], [-0.969, 0.548, -1.165], [-1.290, 3.109, -0.203], [-2.504, 2.721, 0.197], [-0.913, 4.413, 0.074], [-1.753, 5.237, 0.703], [-6.803, -3.883, 1.863], [-5.310, -3.606, 1.629], [-4.712, -3.278, 3.006], [-5.207, -2.373, 0.718], [-4.608, -4.862, 1.010], [-4.926, -6.036, 1.762], [-4.877, -5.101, -0.491], [-6.259, -5.619, -0.934], [-7.190, -4.601, -1.559], [-8.542, -4.572, -1.233], [-9.418, -3.685, -1.843], [-8.934, -2.815, -2.803], [-10.022, -1.699, -3.581], [-7.598, -2.832, -3.165], [-6.739, -3.727, -2.546], [-3.076, -4.857, 1.219], [-2.318, -3.772, 0.614], [-1.627, -2.828, 1.240], [-1.064, -2.017, 0.368], [-1.437, -2.568, -0.837], [-2.194, -3.627, -0.728], [-7.279, -2.966, 2.216], [-6.965, -4.641, 2.636], [-7.319, -4.178, 0.954], [-5.385, -2.609, 3.545], [-3.751, -2.767, 2.930], [-4.586, -4.180, 3.608], [-5.485, -1.484, 1.288], [-5.891, -2.448, -0.130], [-4.204, -2.204, 0.324], [-5.883, -6.136, 1.789], [-4.138, -5.843, -0.798], [-4.628, -4.195, -1.040], [-6.778, -6.132, -0.121], [-6.083, -6.388, -1.690], [-8.928, -5.263, -0.491], [-10.466, -3.669, -1.577], [-7.236, -2.154, -3.926], [-5.699, -3.746, -2.852], [-2.693, -5.793, 0.815], [-2.863, -4.847, 2.284], [-1.579, -2.731, 2.313], [-1.147, -2.164, -1.794], [3.611, 1.065, -0.125], [2.417, 0.527, 0.486], [2.172, 0.785, 1.798], [3.118, 1.630, 2.800], [0.629, 0.078, 2.167], [3.493, 0.890, -1.187], [4.479, 0.540, 0.266], [3.690, 2.126, 0.089], [3.548, -4.751, 0.361], [1.929, -4.129, -0.328], [0.591, -5.018, 0.631], [1.767, -4.574, -2.129], [1.953, -2.274, -0.142], [3.571, -5.844, 0.387], [3.686, -4.389, 1.384], [4.403, -4.410, -0.229], [0.929, -6.029, 0.873], [-0.327, -5.107, 0.046], [0.361, -4.512, 1.573], [1.720, -5.660, -2.257], [2.615, -4.206, -2.711], [0.854, -4.150, -2.558], [2.344, -1.784, -1.049], [2.565, -1.997, 0.722]], "lowdin_charge": [0.695, 0.130, -0.139, -0.144, 0.119, -0.254, 0.063, -0.513, 0.631, -0.247, 0.085, -0.141, 0.125, -0.029, -0.487, -0.041, -0.015, -0.428, 0.000, -0.109, -0.118, -0.242, -0.052, -0.098, -0.669, 0.659, -0.095, -0.039, -0.050, -0.106, -0.141, -0.084, -0.235, 0.147, 0.098, 0.094, 0.056, 0.091, 0.065, 0.093, 0.097, 0.081, 0.072, 0.081, 0.119, 0.084, 0.106, 0.125, 0.117, 0.107, 0.108, 0.119, 0.139, 0.132, 0.149, 0.094, -0.066, -0.392, -1.322, 0.706, 0.626, 0.089, 0.097, 0.076, -0.192, 0.400, -0.179, -0.187, -0.340, 0.030, 0.033, 0.032, 0.038, 0.011, 0.029, 0.034, 0.033, 0.022, 0.016, 0.002], "orbital_gap_ev": [6.601, 7.463], "spin_multiplicity": 2, "homo_energy_ev": [-7.29, -8.15], "s_squared": 0.757, "de_lowest_kcal_mol": 40.04}



{"formula": "C9H17NOPSn", "method": "wB97M-V/def2-TZVPD", "elements": ["C", "C", "C", "C", "C", "Sn", "P", "H", "H", "H", "H", "H", "H", "H", "H", "C", "N", "C", "C", "C", "O", "H", "H", "H", "H", "H", "H", "H", "H", "H"], "xyz": [[-4.000, -0.024, -1.332], [-3.193, 0.057, -2.480], [-2.488, 1.302, -2.472], [-2.851, 2.033, -1.297], [-3.771, 1.275, -0.550], [-0.811, -1.247, 1.877], [-0.477, -3.419, 0.392], [-4.669, -0.826, -1.029], [-3.119, -0.704, -3.255], [-1.796, 1.643, -3.240], [-4.254, 1.529, 0.390], [-2.469, 3.013, -1.019], [0.686, -3.404, -0.442], [-1.564, -3.559, -0.531], [-0.430, -4.684, 1.066], [3.693, 0.904, 1.277], [2.588, 0.143, 0.697], [2.895, -1.116, 0.020], [1.327, 0.495, 0.870], [0.924, 1.741, 1.572], [0.418, -0.354, 0.443], [4.620, 0.460, 0.909], [3.687, 0.866, 2.377], [3.644, 1.956, 0.965], [2.455, -1.975, 0.546], [2.525, -1.097, -1.014], [3.982, -1.207, 0.009], [0.037, 2.167, 1.084], [0.682, 1.545, 2.631], [1.728, 2.487, 1.538]], "lowdin_charge": [-0.059, -0.133, -0.068, -0.138, -0.058, 0.754, 0.608, 0.089, 0.090, 0.104, 0.090, 0.089, -0.087, -0.082, -0.080, -0.006, -0.110, -0.007, -0.481, 0.012, -0.420, 0.095, 0.116, 0.101, 0.079, 0.111, 0.094, 0.106, 0.102, 0.087], "orbital_gap_ev": [6.948, 6.097], "homo_energy_ev": [-10.79, -9.89], "total_charge": 1}



Calculated largest force on an atom, 4.0 1.7 1.0 1.8 2.5 eV Å⁻¹ (same order as the records).
Calculated energy, -1393.71611 -5249.71708 -3413.92172 -3941.73310 -1038.42480 Ha (same order as the records).